Formula: C16H13CsF5N4S2
Source: OMol25
Level of theory: ωB97M-V/def2-TZVPD

Output
Frontier orbital gap, eV: 6.50
Energy, hartree: -2152.444861
F_max, eV Å⁻¹: 0.8
HOMO energy, eV: -4.338
Net charge: -1
LUMO level, eV: 2.159
Multiplicity: 1
Energy relative to the best compared isomer or geometry (same formula, charge and spin), eV: 0.156

Positions of all 41 atoms, in Å:
Cs 0.84122 -0.61853 0.50575
C 3.61250 -2.84691 -5.29721
C 3.84951 -3.27833 -3.85491
N 2.64898 -3.31730 -3.05124
C 2.00239 -2.19223 -2.59705
S 0.40250 -2.45737 -1.99167
N 2.71014 -1.08473 -2.72575
N 2.14602 0.02943 -2.15815
C 2.62408 1.15281 -2.55132
C 3.66044 1.30203 -3.63016
C 2.11469 2.39764 -1.89670
C 2.58060 3.64633 -2.31804
C 2.11491 4.79573 -1.70190
C 1.19877 4.68154 -0.67298
C 0.78825 3.40476 -0.31367
N 1.22061 2.29935 -0.90255
H 4.54936 -2.84972 -5.85975
H 3.19238 -1.84234 -5.32446
H 2.91521 -3.52345 -5.79537
H 4.55991 -2.60488 -3.37548
H 4.29082 -4.27865 -3.82844
H 2.03073 -4.10425 -3.15528
H 3.94060 0.31934 -3.99439
H 4.55300 1.81455 -3.26196
H 3.27383 1.89776 -4.46144
H 3.29932 3.71595 -3.12025
H 2.46839 5.76738 -2.02380
H 0.80826 5.54601 -0.15382
H 0.07736 3.26471 0.49443
F 0.35672 0.18052 9.22362
C 0.19573 0.15909 7.88823
C 0.70952 -0.87789 7.13123
F 1.37920 -1.87142 7.73981
C 0.53520 -0.88729 5.75891
F 1.06632 -1.92921 5.10008
C -0.13976 0.12092 5.06198
S -0.31505 0.09929 3.32595
C -0.65009 1.13881 5.87062
F -1.32940 2.15977 5.32473
C -0.49084 1.17122 7.24419
F -0.99874 2.18666 7.96378